Arrangement a

11
Properties=species:S:1:pos:R:3 method="wB97M-V/def2-TZVPD" homo_ev=-15.2 charge=+1
C 0.488 -0.546 1.792
N 1.432 -1.161 1.118
H -0.259 0.194 1.220
H 0.550 -0.383 2.901
H 2.242 -1.513 1.521
H 1.228 -1.206 0.103
O 0.149 0.605 -0.873
C -0.819 0.671 -1.601
O -1.620 1.798 -1.586
H -1.028 -0.135 -2.218
H -2.364 1.678 -2.378

Arrangement b

11
Properties=species:S:1:pos:R:3 method="wB97M-V/def2-TZVPD" homo_ev=-15.3 charge=+1
C -0.242 -0.577 1.972
N -1.007 -1.159 1.151
H 0.502 0.115 1.594
H -0.260 -0.833 3.023
H -1.755 -1.753 1.494
H -0.889 -1.005 0.141
O -0.262 0.503 -0.793
C 0.419 1.076 -1.607
O 1.345 0.440 -2.299
H 0.282 2.135 -1.848
H 1.868 1.059 -2.829

Top of the stability list: arrangement b, leading by 0.0432 hartree.

Arrangement a

68
Properties=species:S:1:pos:R:3 method="wB97M-V/def2-TZVPD" homo_ev="-21.4 / -20.7" charge=+4 multiplicity=4
P 2.635 -0.648 -0.191
C 3.435 -0.923 1.472
H 4.535 -0.957 1.359
H 3.134 -1.881 1.916
H 3.211 -0.126 2.193
C 3.378 -2.179 -0.924
H 3.400 -2.172 -2.022
H 2.833 -3.083 -0.600
H 4.427 -2.297 -0.588
C 3.837 0.675 -0.697
H 4.867 0.274 -0.684
H 3.811 1.525 0.006
H 3.652 1.080 -1.702
P -0.736 2.641 -0.661
C -0.811 3.780 0.810
H -1.332 4.717 0.535
H 0.191 4.067 1.158
H -1.361 3.352 1.658
C 0.184 3.876 -1.703
H 0.112 3.679 -2.781
H 1.254 3.908 -1.433
H -0.221 4.893 -1.539
C -2.504 2.933 -1.150
H -2.674 4.010 -1.330
H -3.192 2.626 -0.344
H -2.808 2.394 -2.059
P -1.927 -1.906 -0.187
C -2.802 -2.234 1.425
H -3.373 -3.178 1.359
H -3.523 -1.443 1.672
H -2.110 -2.339 2.271
C -3.508 -1.903 -1.167
H -4.187 -2.696 -0.801
H -3.355 -2.088 -2.239
H -4.044 -0.944 -1.061
C -1.334 -3.654 -0.372
H -2.195 -4.348 -0.379
H -0.694 -3.944 0.478
H -0.755 -3.833 -1.289
Re -0.043 0.153 -0.040
C 1.124 1.348 1.007
O 1.701 2.017 1.794
C -1.645 0.607 1.012
O -2.468 0.931 1.797
C -1.295 -0.279 -3.573
C -0.642 -1.496 -3.501
C 0.741 -1.547 -3.362
C 1.471 -0.390 -3.560
C 0.834 0.844 -3.630
C -0.541 0.874 -3.767
H -2.371 -0.226 -3.680
H -1.182 -2.417 -3.639
H 1.225 -2.514 -3.304
H 2.530 -0.434 -3.748
H 1.433 1.735 -3.777
H -1.040 1.765 -4.109
N -0.015 0.057 7.247
C -0.003 0.010 6.017
C 0.043 -0.164 4.704
C 0.366 -1.380 4.088
C 0.416 -1.564 2.724
N 0.114 -0.419 2.067
C -0.184 0.707 2.706
C -0.266 1.011 4.043
H 0.571 -2.158 4.775
H 0.676 -2.539 2.249
H -0.459 1.760 2.461
H -0.541 2.051 4.594

Arrangement b

68
Properties=species:S:1:pos:R:3 method="wB97M-V/def2-TZVPD" homo_ev="-18.8 / -18.8" charge=+4 multiplicity=4
P 3.269 -1.279 -0.119
C 4.050 -1.433 1.544
H 5.134 -1.521 1.392
H 3.688 -2.335 2.056
H 3.833 -0.560 2.169
C 4.324 -2.595 -0.871
H 4.593 -2.310 -1.897
H 3.754 -3.526 -0.879
H 5.233 -2.730 -0.272
C 4.299 0.167 -0.650
H 5.349 -0.132 -0.685
H 4.172 0.974 0.078
H 3.989 0.517 -1.640
P -1.133 3.577 -1.137
C -1.135 3.923 0.628
H -1.285 4.996 0.792
H -0.191 3.619 1.092
H -1.950 3.371 1.112
C 0.170 4.610 -1.851
H 0.106 4.603 -2.943
H 1.148 4.221 -1.556
H 0.058 5.633 -1.476
C -2.720 4.189 -1.762
H -2.697 5.282 -1.840
H -3.518 3.878 -1.085
H -2.925 3.768 -2.752
P -2.020 -2.901 -0.156
C -2.571 -2.947 1.595
H -2.626 -3.991 1.937
H -3.558 -2.468 1.673
H -1.853 -2.370 2.206
C -3.628 -3.138 -1.028
H -4.182 -3.978 -0.587
H -3.442 -3.326 -2.094
H -4.206 -2.207 -0.928
C -1.215 -4.516 -0.393
H -1.931 -5.330 -0.275
H -0.392 -4.610 0.321
H -0.801 -4.520 -1.408
Re -0.671 1.231 -1.950
C 0.268 0.981 -0.226
O 0.768 0.832 0.818
C -2.417 0.892 -1.092
O -3.460 0.687 -0.626
C -1.645 0.581 -3.828
C -1.211 -0.502 -3.060
C 0.127 -0.593 -2.660
C 1.022 0.423 -3.034
C 0.569 1.531 -3.758
C -0.772 1.614 -4.144
H -2.694 0.631 -4.114
H -1.902 -1.277 -2.758
H 0.444 -1.429 -2.044
H 2.061 0.366 -2.712
H 1.252 2.343 -3.983
H -1.119 2.480 -4.687
N 3.705 -0.498 4.990
C 2.545 -0.444 4.819
C 1.119 -0.377 4.619
C 0.298 0.291 5.539
C -1.081 0.319 5.325
C -1.584 -0.350 4.198
N -0.792 -0.993 3.348
C 0.520 -1.011 3.515
H 0.749 0.772 6.408
H -1.758 0.828 5.997
H -2.658 -0.375 4.003
H 1.126 -1.557 2.786

Top of the stability list: arrangement b, leading by 0.2388 hartree.

Arrangement a

6
Properties=species:S:1:pos:R:3 method="wB97M-V/def2-TZVPD" homo_ev="-8.8 / -9.5"
O -2.491 0.499 0.034
P 1.158 0.919 -0.013
S -3.948 0.143 -0.018
H 1.186 -0.555 -0.208
H 2.521 1.353 0.258
H -3.887 -1.107 0.319

Arrangement b

6
Properties=species:S:1:pos:R:3 method="wB97M-V/def2-TZVPD" homo_ev="-9.0 / -9.5"
O -0.107 0.583 -0.399
P 1.119 0.529 0.405
S -2.112 -1.068 -0.021
H 1.072 1.604 1.132
H 2.139 0.637 -0.527
H -2.112 -2.284 -0.590

Arrangement c

6
Properties=species:S:1:pos:R:3 method="wB97M-V/def2-TZVPD" smiles="O=P.S" homo_ev=-9.7
O -0.401 2.288 1.767
P -1.651 1.993 1.139
H -1.689 0.452 0.707
S 1.129 -1.718 -1.788
H 1.762 -0.754 -1.178
H 0.851 -2.260 -0.646

Top of the stability list: arrangement c, leading by 0.0741 hartree.